Entry 1:
ORCA calculation (ωB97M-V/def2-TZVPD) on a molecular structure, C13H31F2InNO10P2 at a distorted geometry.

## Properties
HOMO-LUMO gap = 6.37 eV
total energy = -65140.2015 eV
charge = -1
spin multiplicity = 1

Geometry (Å):
C -0.413 -2.745 -2.143
C 0.722 -3.585 -1.548
C 1.135 -4.716 -2.487
C 0.336 -6.052 -2.338
C 1.249 -7.091 -1.656
In -1.546 -5.964 -1.124
N -3.269 -5.258 -2.349
C -4.147 -6.280 -2.603
O -4.603 -7.026 -1.858
F -4.509 -6.390 -3.886
C -3.973 -4.237 -1.746
O -4.674 -3.519 -2.319
F -3.855 -4.056 -0.441
H -0.116 -2.346 -3.108
H -1.313 -3.332 -2.327
H -0.650 -1.933 -1.456
H 1.572 -2.901 -1.458
H 0.516 -3.941 -0.543
H 1.084 -4.406 -3.531
H 2.183 -4.940 -2.264
H 0.063 -6.405 -3.334
H 1.519 -6.681 -0.680
H 2.168 -7.275 -2.217
H 0.676 -7.998 -1.465
H -1.431 -5.083 0.411
H -1.953 -7.666 -0.705
C 5.323 1.382 -0.152
O 4.215 0.994 0.660
P 2.811 0.825 -0.062
O 2.778 -0.134 -1.159
O 2.407 2.306 -0.497
C 2.590 3.379 0.435
O 1.854 0.513 1.160
C 0.478 0.263 0.848
H 5.911 2.109 0.406
H 5.937 0.509 -0.367
H 4.998 1.836 -1.089
H 3.486 3.939 0.161
H 2.686 3.020 1.459
H 1.729 4.039 0.374
H 0.193 0.728 -0.096
H -0.137 0.681 1.643
H 0.313 -0.811 0.788
C -1.260 4.045 3.922
O -1.898 4.798 2.884
P -1.024 5.869 2.117
O 0.177 5.367 1.464
O -0.718 6.998 3.204
C -1.771 7.441 4.062
O -2.107 6.521 1.167
C -1.657 7.543 0.272
H -1.960 3.955 4.751
H -1.012 3.054 3.549
H -0.353 4.535 4.278
H -1.649 6.983 5.043
H -2.755 7.191 3.666
H -1.694 8.522 4.165
H -0.759 8.037 0.644
H -2.452 8.281 0.179
H -1.454 7.107 -0.704

Cartesian forces, eV/Å:
C -0.01 -0.43 0.59
C 0.43 0.72 -0.99
C -0.32 -0.91 0.50
C 0.22 0.60 0.08
C -0.96 0.55 0.20
In 0.76 -0.96 0.67
N 0.70 0.22 1.11
C 1.25 2.02 -1.77
O -1.97 -3.02 2.88
F 0.11 0.16 -1.32
C 1.51 -1.76 -0.44
O -2.91 2.94 -1.91
F 0.75 -0.25 1.34
H 0.14 0.20 -0.07
H -0.12 -0.03 0.09
H -0.22 0.17 -0.14
H 0.09 0.05 0.11
H -0.24 -0.17 0.03
H 0.05 0.36 -0.04
H 0.14 -0.03 -0.22
H 0.01 -0.12 -0.05
H 0.23 -0.14 0.11
H 0.04 -0.19 -0.07
H 0.31 -0.30 -0.09
H -0.04 0.09 -0.31
H 0.02 0.27 -0.25
C 0.17 0.01 -0.10
O -0.26 0.00 0.44
P -0.22 -0.03 -0.15
O -0.05 0.23 -0.20
O 0.14 -0.23 -0.23
C -0.07 0.26 0.00
O 0.54 0.14 0.30
C -0.29 -0.21 -0.12
H -0.04 -0.03 0.06
H -0.05 -0.02 -0.04
H -0.02 -0.04 -0.01
H 0.04 -0.06 0.02
H -0.01 -0.05 -0.02
H -0.03 -0.06 -0.01
H 0.02 -0.03 0.00
H 0.14 0.03 0.07
H 0.02 0.02 -0.06
C 0.09 -0.19 0.15
O -0.29 0.27 -0.18
P -0.13 -0.03 0.05
O 0.33 0.21 0.07
O 0.23 -0.13 -0.13
C -0.08 0.12 0.14
O -0.25 -0.23 0.28
C 0.06 0.14 -0.22
H -0.06 0.02 -0.07
H 0.03 0.03 -0.04
H 0.01 0.00 -0.05
H -0.02 -0.02 -0.02
H 0.02 -0.02 -0.04
H 0.06 -0.01 -0.04
H 0.01 -0.04 0.00
H -0.05 -0.07 0.06
H 0.05 -0.03 0.04

Löwdin atomic charge list, values in e, 8 entries: C -0.1039; C -0.3040; C -0.2699; C -0.4357; C -0.1998; In 0.6062; N 0.0242; C -0.6827



Entry 2:
ORCA calculation (ωB97M-V/def2-TZVPD) on 4 unconnected molecules or ions with the total composition C13H31N5O6P at a distorted geometry.

## Properties
HOMO-LUMO gap = 6.27 eV
total energy = -43011.6103 eV
charge = -1
spin multiplicity = 1

Geometry (Å):
C -0.269 3.318 1.374
C -1.075 2.032 1.088
C -0.148 0.793 0.988
N -0.030 0.469 -0.458
P 1.332 -0.514 -0.845
N 0.903 -2.083 -0.323
O 1.233 -0.579 -2.519
C -0.824 -0.331 1.810
O -1.164 -1.405 1.261
O -1.021 -0.044 3.005
H -0.706 4.169 0.847
H -0.265 3.557 2.430
H 0.743 3.205 1.015
H -1.589 2.140 0.133
H -1.816 1.859 1.856
H 0.837 1.054 1.383
H 0.183 1.346 -0.925
H 1.432 -2.733 -0.896
H -0.090 -2.211 -0.531
H 0.503 -1.191 -2.723
C -1.933 -6.508 0.064
C -1.013 -5.308 0.126
O -0.745 -4.639 -0.854
N -0.485 -4.974 1.329
C -0.675 -5.623 2.608
H -2.270 -6.635 -0.961
H -1.405 -7.412 0.373
H -2.804 -6.355 0.702
H 0.107 -4.153 1.291
H -1.110 -4.910 3.312
H 0.292 -5.950 2.998
H -1.331 -6.483 2.524
C -0.913 0.090 -5.087
C -0.908 -1.416 -5.191
O -0.387 -2.121 -4.347
N -1.513 -1.981 -6.276
C -2.181 -1.316 -7.376
H -0.396 0.379 -4.176
H -0.395 0.532 -5.939
H -1.937 0.465 -5.043
H -1.471 -2.987 -6.278
H -3.221 -1.646 -7.424
H -1.689 -1.580 -8.315
H -2.158 -0.238 -7.257
C 2.066 4.308 4.644
C 2.320 5.109 3.388
O 1.988 4.703 2.294
N 2.941 6.321 3.524
C 3.402 6.961 4.740
H 1.571 3.380 4.373
H 3.007 4.069 5.141
H 1.420 4.862 5.327
H 3.078 6.800 2.649
H 2.901 7.924 4.859
H 4.479 7.136 4.674
H 3.197 6.347 5.610

Cartesian forces, eV/Å:
C -0.97 -0.38 -0.51
C 0.82 0.41 -0.10
C -1.28 0.04 -0.58
N 0.16 -0.68 0.06
P 1.68 0.28 0.03
N -0.41 0.69 -0.92
O -0.59 -0.11 0.84
C -0.28 -1.19 0.17
O 0.07 0.44 -0.37
O 0.27 0.56 0.68
H -0.02 0.16 0.07
H 0.23 -0.05 0.17
H 0.24 0.09 0.06
H -0.11 -0.13 -0.06
H -0.11 0.00 0.16
H 0.02 -0.19 0.39
H -0.04 0.03 -0.20
H 0.09 -0.12 0.08
H -0.09 -0.36 0.57
H 0.03 0.07 -0.56
C -0.01 -0.01 -0.03
C 0.19 0.40 0.38
O -0.12 -0.24 -0.57
N 0.06 -0.39 -0.11
C 0.17 0.44 -0.12
H 0.05 0.08 -0.04
H -0.09 -0.02 0.09
H 0.03 -0.09 0.06
H -0.22 0.23 0.06
H -0.03 -0.09 0.08
H -0.07 -0.11 0.11
H -0.01 -0.02 -0.05
C -0.01 0.01 0.05
C 0.05 0.08 0.14
O -0.04 -0.13 0.00
N 0.03 0.21 -0.01
C 0.07 -0.49 0.09
H 0.03 -0.09 0.01
H -0.09 0.05 -0.03
H 0.02 0.06 -0.09
H -0.02 -0.02 0.01
H -0.04 0.15 -0.10
H -0.07 0.14 -0.08
H 0.03 0.01 0.05
C -0.01 -0.02 -0.02
C -0.04 -0.12 -0.07
O 0.40 0.33 0.08
N -0.06 -0.13 0.22
C 0.01 0.16 -0.49
H 0.00 0.03 -0.10
H -0.04 0.05 0.10
H 0.08 -0.01 0.09
H 0.01 0.01 -0.02
H 0.04 0.00 0.18
H 0.01 0.02 0.18
H -0.03 -0.05 -0.02

Löwdin atomic charge list, values in e, 8 entries: C -0.1162; C -0.2014; C -0.3417; N -0.1911; P 0.7210; N -0.1743; O -0.3633; C -0.7225



Entry 3:
ORCA calculation (ωB97M-V/def2-TZVPD) on a molecular structure, C13H31N7PdSSb.

## Properties
HOMO-LUMO gap = 6.61 eV
total energy = -45242.7725 eV
charge = +3
spin multiplicity = 1
relative energy (zero: lowest compared OMol25 entry of this formula, charge and spin) = 4.5 kJ/mol

Geometry (Å):
Pd -0.285 -0.078 -0.055
N 4.649 0.205 1.192
C 4.024 -1.134 0.932
C 2.508 -1.038 1.020
N 1.900 -0.037 0.096
C 2.568 1.271 0.370
C 4.083 1.216 0.235
H 5.668 0.152 1.103
H 4.463 0.497 2.156
H 4.416 -1.845 1.657
H 4.354 -1.437 -0.063
H 2.198 -0.771 2.033
H 2.121 -2.020 0.805
H 2.118 -0.289 -0.868
H 2.283 1.593 1.369
H 2.203 2.018 -0.328
H 4.528 2.184 0.457
H 4.401 0.908 -0.762
N -5.304 1.911 0.418
C -4.551 0.893 -0.028
C -3.141 0.945 0.056
N -2.365 -0.058 -0.374
C -3.033 -1.102 -0.919
C -4.413 -1.127 -0.989
N -5.191 -0.159 -0.540
H -4.917 2.718 0.872
H -6.307 1.827 0.357
H -2.674 1.802 0.499
H -2.483 -1.900 -1.367
H -4.905 -1.984 -1.436
C -0.312 5.145 1.096
N -0.345 4.485 -0.217
C -0.369 3.185 -0.408
N -0.375 2.680 -1.649
S -0.380 2.090 0.940
H 0.022 6.168 0.949
H 0.387 4.631 1.752
H -1.302 5.150 1.547
H -0.389 5.087 -1.029
H -0.460 3.257 -2.475
H -0.609 1.703 -1.714
C 1.398 -3.979 -0.292
Sb -0.319 -2.738 -0.422
C -1.555 -3.582 1.057
C -0.949 -3.519 -2.282
H 1.081 -4.946 -0.685
H 1.729 -4.124 0.735
H 2.212 -3.612 -0.917
H -1.717 -4.629 0.802
H -2.506 -3.058 1.104
H -1.057 -3.517 2.023
H -1.253 -4.553 -2.117
H -0.086 -3.508 -2.946
H -1.761 -2.977 -2.754

Cartesian forces, eV/Å:
Pd 0.00 -0.27 0.34
N -0.08 0.01 0.00
C 0.08 0.06 -0.04
C -0.03 0.23 0.07
N 0.20 0.03 0.16
C -0.01 -0.04 -0.17
C 0.06 -0.06 0.00
H 0.01 -0.01 -0.04
H 0.03 0.00 0.02
H -0.06 -0.02 0.02
H 0.01 -0.03 0.00
H -0.02 -0.01 0.00
H -0.11 -0.17 0.00
H 0.08 -0.12 0.04
H -0.03 0.00 0.02
H -0.06 0.03 -0.04
H -0.04 0.03 -0.01
H 0.01 0.02 -0.02
N 0.10 -0.06 -0.06
C -0.39 0.27 0.12
C 0.28 -0.27 -0.02
N -0.71 0.06 0.21
C 0.28 0.21 -0.08
C -0.25 -0.03 -0.06
N 0.33 -0.09 -0.06
H 0.00 0.00 0.02
H -0.01 0.00 0.01
H 0.02 0.04 0.10
H 0.03 -0.05 -0.03
H 0.02 0.00 0.01
C -0.02 -0.04 -0.11
N 0.08 0.02 0.12
C -0.06 -0.10 0.20
N 0.01 0.01 0.03
S 0.18 0.26 -0.26
H -0.01 0.01 0.01
H 0.01 0.01 0.00
H 0.00 0.00 0.01
H -0.01 0.01 0.00
H -0.05 0.02 0.03
H -0.02 0.07 -0.35
C 0.12 -0.02 0.08
Sb 0.08 0.10 -0.16
C -0.07 -0.08 0.07
C 0.00 -0.07 -0.18
H 0.00 0.02 0.01
H 0.01 0.01 -0.02
H 0.01 -0.01 0.02
H -0.02 0.01 0.03
H -0.01 -0.02 -0.01
H 0.00 0.00 -0.01
H 0.00 0.02 0.02
H -0.01 -0.01 0.00
H 0.01 0.00 -0.05

Löwdin atomic charge list, values in e, 8 entries: Pd 0.4993; N 0.0763; C -0.0722; C -0.1812; N -0.1548; C -0.2129; C -0.0714; H 0.2012